[1]
Computed, not measured: a 2-piece molecular cluster, C25H50BN3O5S overall in a non-equilibrium geometry, with ωB97M-V/def2-TZVPD.

HOMO level = -6.71 eV

```
! wB97M-V def2-TZVPD RIJCOSX def2/J DEFGRID3
* xyz 0 1
S 2.0028 -1.7526 -0.5053
O 5.6701 -2.2886 1.4085
O 5.0103 1.8398 0.6702
O 2.0421 0.2340 1.4281
O 2.9972 -1.7448 2.1567
O -0.6499 4.0955 0.9317
N -1.3711 2.6272 2.4402
N 4.6199 -0.2642 1.3534
N -3.1769 -1.1009 -2.8649
C -0.5262 1.4242 2.8157
C -3.1448 -2.2838 -3.8186
C 5.2457 1.0282 1.4655
C 3.8116 -0.6799 2.5431
C -3.4917 -3.5353 -3.0073
C 4.5375 -1.0154 3.8337
C -3.5673 -3.0815 -1.5478
C -0.3737 -1.0708 2.8923
C 4.2201 -0.1036 5.0177
C -4.3990 1.9255 -5.0523
C -4.6828 0.4446 -5.2924
C 6.2378 1.3575 2.5529
C -1.1524 0.1473 2.3621
C -2.8602 -1.7428 -1.5315
C 5.5005 -1.2411 0.9011
C -5.3175 -0.2852 -4.1079
C 0.5762 4.1106 2.8987
C -2.6012 1.7665 -1.4597
C 2.6667 0.4138 2.6393
C -2.0739 -0.1221 -3.2220
C 0.3679 -1.8215 1.7722
C -0.5234 3.6332 2.0153
C -1.6045 0.8332 -2.1313
C 6.2494 -0.8685 -0.3595
C -4.5415 -0.4689 -2.8050
B 1.8353 -1.2178 1.3997
H -2.1332 -2.3589 -4.2062
H 1.2029 3.2584 3.1349
H -3.1025 -3.7890 -0.8656
H -3.2367 2.3016 -2.1677
H 4.9044 -0.3176 5.8203
H 3.2700 -1.5247 -0.8774
H 5.5987 -0.9937 3.6422
H -0.8346 1.4508 -2.5985
H -4.6071 -2.9766 -1.2346
H -0.2450 -1.7135 0.8839
H 1.2034 4.7972 2.3710
H -5.1446 -1.1070 -2.1598
H -3.2333 1.2293 -0.7486
H -4.0736 2.3998 -5.9778
H -5.6674 -1.2629 -4.4512
H 4.3218 -2.0309 4.1132
H 3.2326 -0.3318 5.3864
H 0.2421 -0.8026 3.7395
H 5.6920 1.7533 3.3932
H -1.8337 2.3379 1.5881
H 2.1087 0.0514 3.5084
H -1.7868 -1.8787 -1.4896
H 2.9455 1.4299 2.9135
H -5.2914 2.4464 -4.7021
H 4.2460 0.9396 4.7436
H -6.2322 0.2508 -3.8402
H -3.7801 -0.0666 -5.6374
H -3.6082 2.0867 -4.3198
H -3.1907 -1.0861 -0.7312
H -3.8124 -2.1184 -4.6551
H -1.2190 0.0703 1.2829
H -2.7230 -4.2922 -3.1485
H 0.4122 1.5167 2.2800
H 5.5023 -0.5364 -1.0679
H 6.8767 2.1283 2.1693
H 0.3830 -2.8840 1.9804
H 6.8820 -0.0082 -0.1916
H -4.4320 -3.9794 -3.3307
H -2.3769 0.3977 -4.1268
H -2.0591 2.5215 -0.8880
H -1.0818 0.2729 -1.3525
H -1.2059 -0.7252 -3.4867
H 6.7785 -1.7209 -0.7373
H -1.1274 -1.7447 3.2843
H 6.7935 0.4914 2.8773
H -0.3383 1.4528 3.8786
H -2.1562 0.1164 2.7738
H 0.2341 4.4993 3.8461
H -4.4425 0.4789 -2.2869
H -5.3879 0.3785 -6.1237
*
```

[2]
Computed, not measured: C25H50BaNO4PSi as an isolated structure in a non-equilibrium geometry, with ωB97M-V/def2-TZVPD.

HOMO level = -5.35 eV

```
! wB97M-V def2-TZVPD RIJCOSX def2/J DEFGRID3
* xyz 0 1
Ba 0.7638 0.6279 -0.3662
P 0.1137 2.4928 -2.5246
Si -1.1822 -1.4899 0.5725
O -2.3776 -0.4303 0.2439
O -1.8184 -2.9563 0.7523
O -0.0161 -1.4280 -0.6138
O -0.5984 -0.9304 1.9849
N 4.7585 1.9703 -0.0824
C 0.0256 0.9824 -3.5229
C 1.4164 3.5128 -3.1799
C 1.3292 0.2097 2.8503
C -0.1488 -1.0955 4.3323
C -1.4747 3.3251 -2.4564
C -2.3253 -3.6389 1.9464
C -3.6077 -0.2174 -0.5044
C -4.0423 1.1665 -0.0438
C 2.0868 0.0069 -2.2800
C -1.1249 -4.2494 2.6627
C -3.3293 -0.2487 -2.0043
C 3.8254 0.9251 0.2018
C 1.3104 0.1661 -3.4162
C 3.2501 -0.9843 -4.3078
C -3.1438 -2.7115 2.8606
C -0.1272 -0.1784 3.1167
C 1.9957 -0.4140 -4.5072
C 4.6421 2.5815 -1.3952
C 3.9707 -0.3798 -0.5840
C -1.0696 1.0001 3.3664
C -4.6565 -1.2619 -0.1434
C 3.2597 -0.4503 -1.9347
C -3.2255 -4.7084 1.3626
C 3.9060 -1.0171 -3.0478
C 4.8512 2.9406 0.9866
H 3.9352 3.5575 1.0971
H -1.3642 4.1900 -1.8005
H -0.4256 -3.4713 2.9984
H -4.3107 -2.2782 -0.3912
H 1.0399 3.8267 -4.1553
H 3.7036 3.1633 -1.5217
H -0.0423 2.1501 1.0803
H -3.2640 1.9276 -0.2458
H 5.6927 3.6169 0.7913
H 2.3427 2.9461 -3.2708
H 1.5764 4.3620 -2.5103
H 3.7501 -1.4061 -5.1117
H 4.8622 -1.3999 -2.8876
H -0.7139 1.5143 4.2641
H -4.0722 -4.2610 0.8063
H -0.5780 -4.9305 1.9836
H -0.1060 1.2919 -4.5589
H -2.6761 -5.3664 0.6631
H -2.6329 0.5542 -2.2815
H 1.7056 0.7270 3.7395
H -3.4258 -3.2865 3.7591
H -2.2388 2.6554 -2.0730
H 0.2296 -0.5097 5.1738
H 5.4776 3.2822 -1.5294
H 4.6810 1.8243 -2.1900
H -2.5758 -1.8227 3.1533
H -1.1604 -1.4388 4.5924
H -4.2792 -0.0761 -2.5388
H 5.0265 2.4218 1.9377
H 2.8503 1.4634 0.0094
H 0.5143 -1.9663 4.2002
H -0.6941 1.7388 0.8794
H -5.5580 -1.0448 -0.7342
H -4.0656 -2.3945 2.3550
H 1.4630 0.9122 2.0164
H -2.9113 -1.2230 -2.3154
H 1.5173 -0.3357 -5.4386
H -3.6295 -5.3173 2.1781
H -1.1097 1.7437 2.5640
H -2.1006 0.6474 3.5385
H -4.9258 -1.1938 0.9192
H 5.0245 -0.4977 -0.7840
H 1.9529 -0.6933 2.6730
H -4.9579 1.4426 -0.5707
H -1.6400 3.6069 -3.4956
H -0.8547 0.3627 -3.2374
H -4.2400 1.1723 1.0436
H -1.4799 -4.8258 3.5300
H 3.6565 -1.1953 0.0844
H 3.7938 0.7164 1.2858
*
```

[3]
Computed, not measured: a 7-piece molecular cluster, C25H50BrN4O26S6 overall in a non-equilibrium geometry, with ωB97M-V/def2-TZVPD.

HOMO level = -11.50 eV

```
! wB97M-V def2-TZVPD RIJCOSX def2/J DEFGRID3
* xyz 1 1
Br 4.7362 0.1704 2.8377
S -4.6284 -4.2991 1.6807
S -0.8024 4.5841 -6.9133
S 1.5528 8.4715 -6.3068
S 2.1188 -4.7056 4.3160
S 6.2307 -4.1916 7.0889
S -4.5831 3.9623 -5.1244
O -3.6571 -4.2224 0.6469
O -0.5608 3.5532 -7.8588
O -5.8386 -5.2159 1.1725
O 0.5691 9.2887 -5.3364
O -5.4309 -2.9137 1.7384
O 2.3108 -3.2959 4.2935
O 7.5822 -3.5104 7.5931
O 5.2961 -3.1811 6.7510
O 2.8898 8.6484 -5.8693
O -3.3666 3.3060 -4.8108
O 5.7853 -4.8394 8.4808
O 2.5679 -5.2558 5.7424
O -1.4472 3.9339 -5.5873
O 6.5696 -5.2354 6.1862
O 1.3264 9.3539 -7.6215
O -4.2913 -4.6784 3.0035
O -5.6337 2.8858 -5.6860
O -1.1753 2.0313 -1.8000
O 0.5990 5.0297 -6.2814
O -1.5514 5.7423 -7.2403
O 3.2761 -5.3874 3.4474
O -5.3510 4.2953 -3.7497
O 0.5205 0.6126 -1.4836
O 0.9959 7.1794 -6.5111
O 0.8843 -5.3012 3.9526
O -4.6188 5.1007 -5.9621
N -3.2225 -0.9937 2.9316
N 2.9682 0.6706 0.6532
N 1.0050 -0.7956 0.3845
N 0.9210 1.3299 1.3844
C 1.5957 0.3897 0.8064
C -6.6517 3.6972 -3.7556
C 0.6752 -3.7682 0.9681
C 3.6048 -6.2403 5.5916
C -6.5074 2.4713 -4.6324
C -0.4510 3.8471 -4.5745
C 3.8307 -0.3728 1.2061
C 4.3272 -5.8453 4.3222
C 6.8465 -4.7218 9.4423
C 0.1788 -0.6095 -0.8068
C -1.0289 0.1995 2.5732
C 0.1385 10.4973 -5.9763
C 1.6783 -3.2159 -0.0819
C 7.5947 -3.4727 9.0293
C 0.5081 4.9838 -4.8615
C -0.5211 1.3432 1.6535
C -0.5963 1.0695 -2.1709
C 0.1634 10.1762 -7.4550
C -2.2626 -0.5258 1.9531
C 2.1202 -1.7598 0.1349
C 3.0760 -1.6978 1.3491
C -7.0779 -4.5182 1.3450
C -1.0762 0.2943 -3.3773
C -6.7194 -3.0644 1.1308
C -0.5310 -4.4262 0.2390
H 0.2349 11.0650 -8.0755
H 7.0741 -2.5687 9.3508
H -6.6271 -2.8296 0.0680
H 1.2151 -4.5335 1.5310
H -7.8186 -4.8773 0.6361
H 0.2334 -1.4533 -1.4971
H 0.3626 -3.0002 1.6801
H 0.0487 2.8768 -4.6675
H -0.7365 2.2949 2.1412
H 2.5960 -3.8063 -0.0164
H -0.2245 -0.5027 2.7953
H 1.3053 -3.3093 -1.1056
H -1.8589 -1.4167 1.4507
H 4.6210 -0.5579 0.4767
H -0.8521 10.7766 -5.6274
H 3.1333 -7.2196 5.4884
H -1.0712 1.3817 0.7077
H -7.4321 -4.6974 2.3622
H -1.4145 1.0211 -4.1164
H -0.9086 3.9263 -3.5906
H 0.1070 5.9389 -4.5134
H 4.8682 -6.6721 3.8714
H -7.4345 -2.3870 1.5902
H 2.6808 -1.4297 -0.7540
H 5.0105 -5.0180 4.4922
H 3.7592 -2.5422 1.2720
H 6.4397 -4.6522 10.4472
H 0.8482 11.2887 -5.7271
H -0.8690 -0.5414 -0.4849
H 2.5257 -1.7425 2.2952
H -0.3103 -4.5980 -0.8179
H -1.9151 -0.3488 -3.0972
H 8.6152 -3.4535 9.4003
H 3.1877 0.8766 -0.3160
H 7.4770 -5.6094 9.3666
H 1.4465 2.1448 1.6794
H -1.4050 0.6745 3.4826
H -2.7462 0.0926 1.1903
H -0.7112 9.5938 -7.7528
H -0.7415 -5.3928 0.6954
H -7.3567 4.4124 -4.1840
H -0.2522 -0.3113 -3.7625
H -2.7674 -1.5813 3.6202
H -6.9579 3.4509 -2.7421
H -7.4565 2.1324 -5.0384
H -6.0281 1.6498 -4.0939
H -3.7169 -0.2363 3.3853
H 1.4911 4.8245 -4.4246
H 4.2546 -6.2422 6.4598
H -1.3839 -3.7491 0.2741
*
```

no.,calculated total energy (a.u.)
1,-1946.0835
2,-1994.6062
3,-8120.5831